# 1
13
Properties=species:S:1:pos:R:3:mulliken_charge:R:1 method="wB97M-V/def2-TZVPD" e_homo_ev="-13.55 / -13.69" spin_multiplicity=1 homo_lumo_gap_ev="8.462 / 8.096" e_above_lowest_kcal_mol=178.90 total_charge=+1
C 0.401 1.108 1.095 -0.81
C -0.265 -0.408 -1.012 -0.44
N -0.903 -2.419 -2.050 -0.63
N -0.945 -1.493 -1.253 0.30
N -0.397 -0.016 0.525 -0.21
H 0.244 1.178 2.214 0.34
H 1.470 1.070 1.040 0.35
H 0.016 2.079 0.658 0.33
H -0.427 0.336 -1.696 0.45
H 1.698 -0.523 -1.635 0.19
H -1.608 -3.108 -1.814 0.29
H -1.462 -0.018 0.746 0.43
H -0.072 -0.805 1.050 0.41

=====

# 2
12
Properties=species:S:1:pos:R:3:mulliken_charge:R:1 method="wB97M-V/def2-TZVPD" e_homo_ev=-9.47 spin_multiplicity=1 homo_lumo_gap_ev=8.795 e_above_lowest_kcal_mol=89.43
C 1.870 0.901 0.713 0.36
C 1.379 -0.609 -1.118 -0.62
C 0.925 0.280 0.002 0.71
C -1.438 -0.625 -0.276 -1.39
C -0.414 -0.017 0.669 -0.38
N 2.887 1.380 0.718 -0.45
S 0.884 0.838 -1.772 0.02
H -2.342 -0.877 0.272 0.39
H -1.040 -1.528 -0.737 0.38
H -1.702 0.076 -1.067 0.36
H -0.203 -0.720 1.483 0.31
H -0.807 0.902 1.114 0.31

=====

# 3
44
Properties=species:S:1:pos:R:3:mulliken_charge:R:1 method="wB97M-V/def2-TZVPD" e_homo_ev=-15.19 spin_multiplicity=1 homo_lumo_gap_ev=2.250 total_charge=+2
C 4.434 -1.577 1.396 -1.06
C 3.673 -2.588 0.517 -0.49
C 3.485 -2.084 -0.942 -0.70
C 2.297 -1.131 -0.957 -0.27
O 1.095 -1.806 -1.365 -0.35
O 0.015 -1.298 -0.603 -0.10
P -0.665 -0.014 -1.392 0.81
O -0.089 0.121 -2.708 -0.74
O -0.588 1.319 -0.492 0.34
C 0.592 2.078 -0.665 -0.97
C 0.205 3.544 -0.290 0.25
O -1.215 3.750 -0.636 -0.50
C 0.242 3.814 1.171 0.62
F 1.360 4.244 1.665 -0.18
F -0.108 2.772 1.904 -0.17
F -0.725 4.807 1.303 -0.30
O -2.226 -0.302 -1.518 -0.49
Si -2.984 -0.961 -0.133 0.62
C -2.541 -0.097 1.476 -0.75
C -4.845 -0.720 -0.416 -1.09
C -2.744 -2.862 0.029 -0.92
H 5.282 -1.135 0.870 0.30
H 4.833 -2.138 2.244 0.36
H 3.796 -0.801 1.824 0.26
H 2.665 -2.699 0.926 0.23
H 4.232 -3.523 0.548 0.40
H 3.314 -2.922 -1.618 0.38
H 4.393 -1.551 -1.225 0.39
H 2.084 -0.692 0.021 0.31
H 2.467 -0.303 -1.666 0.18
H 1.408 1.787 0.002 0.37
H 0.962 2.112 -1.691 0.66
H 0.786 4.269 -0.860 0.61
H -1.329 3.545 -1.576 0.32
H -2.521 0.990 1.301 -0.16
H -3.242 -0.328 2.279 0.51
H -1.549 -0.432 1.798 0.30
H -5.117 0.301 -0.112 0.29
H -5.444 -1.417 0.166 0.34
H -5.062 -0.767 -1.485 0.32
H -2.613 -3.237 -0.987 0.34
H -3.650 -3.238 0.499 0.36
H -1.878 -3.018 0.672 0.29
Be -2.487 4.189 0.729 1.06

=====

# 4
18
Properties=species:S:1:pos:R:3:mulliken_charge:R:1 method="wB97M-V/def2-TZVPD" e_homo_ev=-8.42 spin_multiplicity=1 homo_lumo_gap_ev=9.492 smiles=CCCCSC e_above_lowest_kcal_mol=4.73
C 2.036 -0.831 -1.544 -1.12
C 0.549 -1.118 -1.654 -0.40
C -0.378 0.131 -1.547 -0.66
C -1.146 0.202 -0.259 -0.73
S 0.059 0.338 1.142 -0.06
C -1.135 0.842 2.408 -0.88
H 2.646 -1.562 -2.086 0.35
H 2.324 0.126 -1.989 0.30
H 2.437 -0.791 -0.527 0.26
H 0.237 -1.963 -1.032 0.27
H 0.399 -1.525 -2.662 0.35
H -0.985 0.046 -2.436 0.32
H 0.254 1.013 -1.664 0.33
H -1.779 1.069 -0.080 0.44
H -1.716 -0.704 -0.062 0.35
H -1.982 0.163 2.446 0.28
H -1.458 1.858 2.161 0.28
H -0.670 0.818 3.391 0.32

=====

# 5
14
Properties=species:S:1:pos:R:3:mulliken_charge:R:1 method="wB97M-V/def2-TZVPD" e_homo_ev=-9.06 spin_multiplicity=1 homo_lumo_gap_ev=10.089 smiles=NCN.C e_above_lowest_kcal_mol=6.13
C -2.342 -0.144 -0.068 -0.92
H -1.997 0.075 -1.106 0.24
H -3.418 -0.269 -0.089 0.29
H -2.172 0.715 0.609 0.25
H -1.823 -1.071 0.307 0.16
N 1.269 0.462 1.242 -0.54
C 1.190 0.630 -0.212 -0.50
N 1.358 -0.558 -1.054 -0.55
H 0.626 -0.197 1.566 0.22
H 2.177 0.150 1.478 0.22
H 0.220 1.036 -0.433 0.30
H 1.902 1.339 -0.546 0.39
H 2.297 -0.886 -0.980 0.22
H 0.712 -1.283 -0.712 0.23

=====

# 6
17
Properties=species:S:1:pos:R:3:mulliken_charge:R:1 method="wB97M-V/def2-TZVPD" e_homo_ev=-8.12 spin_multiplicity=1 homo_lumo_gap_ev=7.942 e_above_lowest_kcal_mol=43.68
C 1.266 1.061 0.319 -0.81
N -0.187 1.414 0.408 -0.15
C -1.054 0.910 -0.715 -0.86
H 1.764 1.523 1.164 0.34
H 1.353 -0.019 0.276 0.33
H 1.643 1.464 -0.610 0.34
H -0.238 2.429 0.430 0.36
H -0.555 1.072 1.295 0.37
H -0.413 0.748 -1.580 0.32
H -1.806 1.661 -0.896 0.37
H -1.453 -0.045 -0.401 0.33
N -0.105 -1.982 0.855 -0.47
C -0.069 -1.842 -0.602 0.44
O 0.984 -1.320 -1.033 -0.72
O -1.123 -2.106 -1.190 -0.69
H -0.810 -2.670 1.098 0.26
H 0.801 -2.298 1.180 0.23

=====

# 7
44
Properties=species:S:1:pos:R:3:mulliken_spin:R:1 method="wB97M-V/def2-TZVPD" e_homo_ev="-20.62 / -23.39" spin_multiplicity=5 homo_lumo_gap_ev="6.631 / 5.704" e_above_lowest_kcal_mol=66.77 total_charge=+4
N -0.280 2.881 -0.391 0.02
C 0.012 3.997 -0.438 0.02
C 0.197 5.354 -0.176 0.00
H -0.780 5.848 -0.183 0.00
H 0.784 5.761 -1.001 0.00
H 0.716 5.491 0.780 0.00
N 1.985 -1.307 -0.711 0.10
C 2.844 -1.908 -1.235 0.05
C 4.027 -2.643 -1.334 0.00
H 4.658 -2.155 -2.096 0.00
H 3.729 -3.659 -1.660 0.00
H 4.428 -2.588 -0.302 0.01
N -2.556 -1.594 -0.375 0.02
C -3.657 -1.896 -0.417 0.00
C -4.970 -2.387 -0.173 0.00
H -4.922 -3.186 0.578 0.00
H -5.361 -2.786 -1.107 0.00
H -5.613 -1.561 0.140 0.00
Os 0.374 -0.121 -0.594 1.94
C -0.056 -1.621 0.606 0.02
O -0.094 -2.545 1.314 0.07
C 1.609 0.910 0.483 0.04
O 2.414 1.308 1.238 0.10
C 0.719 1.244 -2.270 0.01
C -0.663 1.273 -2.040 0.09
C -1.413 0.126 -2.030 0.08
C -0.801 -1.085 -2.357 0.06
C 0.531 -1.124 -2.717 0.15
C 1.310 0.051 -2.670 0.10
H 1.317 2.155 -2.136 0.00
H -1.191 2.221 -1.888 0.01
H -2.493 0.208 -1.862 0.01
H -1.384 -2.014 -2.321 0.00
H 0.982 -2.101 -2.887 0.01
H 2.391 0.045 -2.798 0.00
N -1.732 1.991 2.624 -0.01
C -2.533 0.860 2.697 0.37
C -1.989 0.044 1.745 0.32
N -0.944 0.655 1.071 0.08
C -0.771 1.810 1.687 0.26
H -1.745 2.825 3.197 0.00
H -3.389 0.642 3.356 0.00
H -2.268 -0.945 1.491 0.05
H 0.024 2.515 1.660 0.03

=====

# 8
51
Properties=species:S:1:pos:R:3:mulliken_spin:R:1 method="wB97M-V/def2-TZVPD" e_homo_ev="-7.25 / -8.03" spin_multiplicity=3 homo_lumo_gap_ev="6.050 / 4.902" e_above_lowest_kcal_mol=4.26
Au 0.239 0.909 -0.738 0.45
S 4.353 1.118 1.060 0.01
C 4.542 0.750 -0.595 0.01
C 3.345 0.665 -1.239 -0.03
C 2.232 0.898 -0.378 0.12
C 2.637 1.172 0.905 0.02
C 1.748 1.478 2.039 0.00
C 2.185 1.528 3.363 0.00
C 1.264 1.744 4.369 0.00
C -0.074 1.922 4.044 0.00
C -0.419 1.893 2.705 0.00
N 0.461 1.686 1.730 0.00
H 5.531 0.619 -1.007 0.00
H 3.257 0.443 -2.293 0.01
H 3.233 1.381 3.593 0.00
H 1.584 1.764 5.403 0.00
H -0.825 2.076 4.806 0.00
H -1.448 2.045 2.393 0.00
Br -0.870 6.192 -1.828 0.05
C -2.011 4.770 -1.495 0.25
C -3.368 4.987 -1.359 -0.10
C -4.225 3.927 -1.139 0.29
Br -6.035 4.308 -0.889 0.05
C -3.766 2.563 -1.083 -0.01
C -4.620 1.451 -0.972 0.06
C -4.088 0.192 -0.922 -0.03
C -2.700 0.037 -0.951 0.01
N -1.888 1.078 -1.070 0.00
C -2.392 2.323 -1.165 0.06
C -1.424 3.443 -1.380 0.08
O -0.215 3.256 -1.470 0.30
H -3.759 5.993 -1.424 0.00
H -5.690 1.605 -0.933 0.01
H -4.718 -0.684 -0.854 0.00
H -2.231 -0.938 -0.863 0.01
O -1.713 -5.402 -1.022 0.01
S -0.820 -4.460 -1.632 0.00
O -0.823 -4.323 -3.060 0.01
N -1.038 -2.972 -0.925 0.09
C 0.002 -2.629 -0.230 0.02
S 0.066 -1.198 0.729 0.26
C 1.153 -3.583 -0.288 -0.01
C 2.409 -3.463 0.276 0.00
C 3.315 -4.498 0.073 0.00
C 2.970 -5.619 -0.677 0.00
C 1.708 -5.732 -1.253 0.00
C 0.826 -4.694 -1.039 -0.01
H 2.667 -2.582 0.849 0.00
H 4.306 -4.430 0.502 0.00
H 3.693 -6.411 -0.821 0.00
H 1.429 -6.596 -1.842 0.00